w) DFT (ωB97M-V/def2-TZVPD) results for 2 unconnected molecules or ions with the total composition C4H11NO3.

Last column: Mulliken charge in e.
Element x y z (Å)
C1 -0.316 0.888 -0.576  -0.61
C2 -1.292 0.883 0.632  -0.56
C3 -0.793 1.309 2.169  -0.52
O1 -1.082 2.620 2.411  -0.96
N1 0.036 -0.510 -1.038  -0.33
C4 1.599 -0.836 -1.657  -0.14
O2 1.481 -1.240 -2.789  -0.78
H1 0.659 1.307 -0.195  0.25
H2 -0.609 1.754 -1.304  0.23
H3 -2.072 1.664 0.453  0.27
H4 -1.910 -0.026 0.377  0.36
H5 -1.349 0.680 2.848  0.19
H6 0.272 1.243 2.116  0.25
H7 -0.489 -0.652 -1.773  0.08
H8 1.974 -1.548 -0.871  0.14
H9 2.145 0.161 -1.589  0.12
H10 0.137 -2.276 1.478  0.29
H11 0.321 -1.876 -0.032  0.51
O3 0.285 -2.671 0.670  -0.80

Total charge = -2
HOMO energy = 0.5010 eV
Frontier orbital gap = 6.35 eV

x) DFT (ωB97M-V/def2-TZVPD) results for 2 unconnected molecules or ions with the total composition C4H11NO3.

Last column: Mulliken charge in e.
Element x y z (Å)
C1 0.048 -0.202 -0.491  -0.62
C2 -0.693 1.150 -0.629  -0.28
C3 -1.264 1.405 -2.052  -0.44
O1 -2.044 2.508 -2.178  -0.94
N1 0.719 -0.367 0.773  -0.24
C4 1.606 -1.661 0.928  -0.52
O2 2.470 -1.910 -0.003  -0.86
H1 -0.802 -0.911 -0.551  0.19
H2 0.674 -0.481 -1.348  0.33
H3 0.045 1.910 -0.370  0.26
H4 -1.509 1.236 0.029  0.18
H5 -1.789 0.465 -2.327  0.16
H6 -0.343 1.493 -2.695  0.13
H7 1.337 0.384 0.981  0.18
H8 2.030 -1.424 1.936  0.22
H9 0.778 -2.395 1.113  0.20
H10 -0.209 -0.499 2.186  0.57
H11 -1.553 -0.035 2.854  0.31
O3 -0.780 -0.579 3.030  -0.81

Total charge = -2
HOMO energy = 0.3933 eV
Frontier orbital gap = 6.14 eV

In order of decreasing stability: x), w).